# C3H5NO2S

The molecule C3H5NO2S (the ωB97M-V functional and the def2-TZVPD basis, the OMol25 dataset).

Calculated values
Charge: 0
Orbital gap (alpha / beta): 8.248 / 6.806 eV
Multiplicity: 1
ΔE to the lowest compared entry with this formula, charge and spin: 442.4 kJ/mol
Strongest force on any atom: 0.060 Eh/bohr
Lowest unoccupied orbital energy (alpha / beta): 0.16 / -0.40 eV

Element x y z (Å)
C: -1.906 0.146 -0.015
C: 0.850 -0.435 -0.578
C: 0.042 -1.065 0.520
N: 0.447 0.902 -0.907
O: -2.838 0.778 -0.278
O: -1.453 -0.902 0.534
S: 0.677 1.933 0.419
H: 1.799 -0.386 -0.054
H: 0.956 -1.218 -1.321
H: 0.087 -2.203 0.531
H: 0.377 -0.637 1.476
H: 0.961 3.086 -0.328


# C7H9N

The molecule C7H9N (the ωB97M-V functional and the def2-TZVPD basis, the OMol25 dataset).

Calculated values
Charge: 0
Orbital gap: 8.806 eV
Multiplicity: 1
ΔE to the lowest compared entry with this formula, charge and spin: 152.5 kJ/mol
Strongest force on any atom: 0.058 Eh/bohr
SMILES: C=C(C)/C=C(\C)C#N
Lowest unoccupied orbital energy: -0.07 eV

Element x y z (Å)
C: 1.809 0.482 -1.706
C: 1.006 0.114 -0.667
C: 1.655 -0.379 0.590
C: -0.395 0.307 -0.797
C: -1.402 0.103 0.072
C: -1.316 -0.421 1.463
C: -2.724 0.381 -0.354
N: -3.810 0.583 -0.714
H: 1.348 0.735 -2.643
H: 2.887 0.411 -1.681
H: 1.238 -1.346 0.864
H: 2.736 -0.470 0.458
H: 1.488 0.360 1.371
H: -0.690 0.697 -1.763
H: -0.757 -1.337 1.543
H: -2.290 -0.567 1.933
H: -0.782 0.346 2.031


# C4H6O

The molecule C4H6O (the ωB97M-V functional and the def2-TZVPD basis, the OMol25 dataset).

Calculated values
Charge: 0
Orbital gap: 10.007 eV
Multiplicity: 1
ΔE to the lowest compared entry with this formula, charge and spin: 296.1 kJ/mol
Strongest force on any atom: 0.183 Eh/bohr
SMILES: C=CCC=O
Lowest unoccupied orbital energy: 0.14 eV

Element x y z (Å)
C: 0.246 1.581 1.141
C: -0.257 0.729 0.250
C: 0.327 -0.652 -0.133
C: -0.341 -1.276 -1.339
O: 0.547 -1.847 -2.260
H: -0.199 2.518 1.434
H: 1.126 1.288 1.691
H: -1.218 1.024 -0.135
H: 1.542 -0.585 -0.162
H: -0.147 -1.505 0.730
H: -1.624 -1.277 -1.218


# C29H38Cl2N3O3STi

A structure of composition C29H38Cl2N3O3STi (the ωB97M-V functional and the def2-TZVPD basis, the OMol25 dataset).

Calculated values
Charge: -1
Orbital gap (alpha / beta): 2.578 / 4.912 eV
Multiplicity: 3
⟨S²⟩: 2.102
ΔE to the lowest compared entry with this formula, charge and spin: 0.0 kJ/mol
Strongest force on any atom: 0.116 Eh/bohr
Lowest unoccupied orbital energy (alpha / beta): 2.13 / 2.12 eV

Element x y z (Å)
O: 2.748 1.436 -0.678
C: 1.964 1.614 -1.708
C: 1.529 3.054 -1.962
C: 1.187 3.836 -0.849
H: 0.991 3.330 0.094
C: 1.143 5.226 -0.956
H: 0.799 5.797 -0.085
C: 1.447 5.838 -2.186
H: 1.383 6.915 -2.308
C: 1.799 5.074 -3.310
H: 1.977 5.553 -4.304
C: 1.831 3.677 -3.192
H: 2.090 3.080 -4.086
H: 2.296 1.080 -2.727
C: 0.462 -0.481 -3.438
C: -0.060 0.397 -2.230
H: 0.316 0.027 -4.433
H: -0.030 -1.501 -3.570
H: 1.551 -0.664 -3.393
C: -0.957 1.307 -2.582
C: -2.059 1.222 -3.639
H: -0.908 2.345 -2.321
H: -1.925 1.991 -4.403
H: -3.002 1.365 -3.129
H: -2.014 0.225 -4.026
Ti: -0.634 -0.246 -0.491
Cl: -1.592 1.622 0.459
Cl: -2.126 -1.337 -1.731
C: -2.651 -1.124 1.308
O: -1.463 -1.432 0.951
N: -3.279 -1.931 2.169
C: -2.671 -3.196 2.627
C: -4.709 -1.742 2.422
H: -3.125 -0.171 0.978
H: -1.586 -3.164 2.508
H: -3.075 -4.060 2.076
H: -2.900 -3.377 3.684
H: -5.009 -0.732 2.080
H: -4.924 -1.845 3.502
H: -5.284 -2.515 1.869
H: 1.754 -4.981 -0.811
H: 4.307 -4.091 -0.446
C: 1.724 -4.197 -1.567
C: 4.016 -3.299 -1.152
N: 2.561 -3.078 -1.162
H: 0.709 -3.842 -1.688
C: 2.017 -1.928 -0.775
O: 0.782 -1.682 -0.824
H: 4.576 -2.390 -0.883
H: 2.692 -1.152 -0.400
H: 2.113 -4.603 -2.498
H: 4.367 -3.615 -2.144
N: 0.728 0.051 1.346
S: 0.343 0.037 2.910
C: 1.332 -1.210 3.844
C: 0.585 -2.109 4.622
C: 1.252 -3.087 5.355
C: 2.639 -3.176 5.314
C: 3.372 -2.287 4.519
C: 2.720 -1.302 3.757
C: 0.912 1.517 3.751
C: 2.218 2.005 3.738
C: 2.536 3.157 4.469
C: 1.542 3.811 5.221
C: 0.241 3.310 5.252
C: -0.080 2.168 4.521
H: 1.626 0.537 1.339
H: -0.501 -2.055 4.604
H: 0.689 -3.818 5.912
H: 3.157 -3.980 5.819
H: 4.443 -2.375 4.426
H: 3.280 -0.653 3.070
H: 3.010 1.507 3.163
H: 3.553 3.564 4.434
H: 1.790 4.735 5.743
H: -0.519 3.845 5.828
H: -1.092 1.784 4.539


# H4O10S2Zn

A structure of composition H4O10S2Zn (the ωB97M-V functional and the def2-TZVPD basis, the OMol25 dataset).

Calculated values
Charge: -2
Orbital gap: 5.635 eV
Multiplicity: 1
ΔE to the lowest compared entry with this formula, charge and spin: 10.1 kJ/mol
Strongest force on any atom: 0.052 Eh/bohr
Lowest unoccupied orbital energy: 4.27 eV

Element x y z (Å)
Zn: -6.435 -2.359 -15.843
S: -8.054 -0.342 -16.232
O: -9.182 -0.304 -17.164
O: -7.937 0.910 -15.485
O: -8.209 -1.518 -15.318
O: -6.792 -0.699 -16.931
S: -5.550 -2.833 -13.335
O: -5.129 -1.740 -14.268
O: -6.364 -3.626 -14.326
O: -4.377 -3.549 -12.816
O: -6.405 -2.425 -12.237
O: -4.765 -2.629 -16.995
H: -4.139 -3.332 -17.196
H: -4.659 -1.961 -17.687
O: -7.571 -3.454 -17.336
H: -7.616 -3.290 -18.283
H: -8.273 -4.083 -17.139


# C5H12O2

A cluster of 2 separate species, C5H12O2 in total (the ωB97M-V functional and the def2-TZVPD basis, the OMol25 dataset).

Calculated values
Charge: 0
Orbital gap: 8.664 eV
Multiplicity: 1
ΔE to the lowest compared entry with this formula, charge and spin: 340.3 kJ/mol
Strongest force on any atom: 0.007 Eh/bohr
Lowest unoccupied orbital energy: 0.00 eV

Element x y z (Å)
C: 2.346 0.201 1.363
C: 0.919 0.651 1.090
C: 0.349 -0.103 -0.123
O: 0.389 -1.411 -0.084
C: -0.857 0.470 -0.704
C: -1.474 -0.130 -1.917
O: -1.980 -0.720 0.678
H: 2.364 -0.888 1.445
H: 3.008 0.486 0.536
H: 2.742 0.639 2.284
H: 0.276 0.413 1.947
H: 0.867 1.738 0.932
H: 0.854 0.432 -1.064
H: -1.149 -1.297 0.551
H: -1.101 1.509 -0.470
H: -1.175 -1.178 -1.987
H: -2.562 -0.026 -1.888
H: -1.132 0.413 -2.807
H: -2.685 -1.197 0.220


# C64H71BrF7N2O4P

A cluster of 6 separate species, C64H71BrF7N2O4P in total (the ωB97M-V functional and the def2-TZVPD basis, the OMol25 dataset).

Calculated values
Charge: 0
Orbital gap: 6.885 eV
Multiplicity: 1
Strongest force on any atom: 0.131 Eh/bohr
SMILES: CCCCCCCCCCCCCCCc1c(Br)c(P(O)O)c2nc(CCF)c(OC(=O)c3ccccc3)nc2c1CCF.Fc1ccccc1.Fc1ccccc1.Fc1ccccc1.Fc1ccccc1.Fc1ccccc1
Lowest unoccupied orbital energy: -1.55 eV

Element x y z (Å)
C: 4.538 4.894 -1.211
C: 4.222 6.153 -0.225
C: 3.131 5.772 0.919
C: 1.760 6.610 0.778
C: 0.476 5.643 0.973
C: -0.104 5.628 2.484
C: -0.810 4.182 2.702
C: 0.082 3.159 3.590
C: 1.603 3.013 3.078
C: 2.302 1.820 3.919
C: 3.738 1.369 3.353
C: 3.949 -0.253 3.419
C: 4.365 -0.897 2.007
C: 3.221 -1.892 1.400
C: 3.806 -2.777 0.153
C: 3.388 -2.020 -1.188
C: 4.507 -1.303 -2.021
Br: 6.429 -1.287 -1.486
C: 4.164 -0.535 -3.333
P: 5.551 0.323 -4.329
O: 6.721 -0.862 -4.777
O: 6.311 1.527 -3.363
C: 2.679 -0.404 -3.887
N: 2.518 0.341 -5.111
C: 1.126 0.386 -5.419
C: 0.715 1.213 -6.752
C: 1.980 1.661 -7.628
F: 1.508 1.710 -9.018
C: -0.042 -0.246 -4.610
O: -1.418 -0.076 -5.027
C: -1.964 0.750 -3.958
O: -3.082 0.447 -3.466
C: -1.094 2.005 -3.427
C: -1.149 3.405 -4.138
C: -0.267 4.608 -3.637
C: 0.717 4.494 -2.421
C: 0.740 3.111 -1.691
C: -0.142 1.915 -2.184
N: 0.174 -1.010 -3.436
C: 1.570 -1.093 -3.057
C: 1.915 -1.909 -1.719
C: 0.787 -2.651 -0.851
C: -0.377 -1.695 -0.308
F: -0.053 -1.049 0.963
H: 5.523 4.375 -0.899
H: 3.713 4.098 -1.180
H: 4.706 5.282 -2.284
H: 5.204 6.360 0.346
H: 3.922 7.077 -0.830
H: 2.988 4.634 0.890
H: 3.590 6.033 1.937
H: 1.799 7.481 1.521
H: 1.693 7.053 -0.275
H: 0.834 4.581 0.758
H: -0.370 5.918 0.256
H: -0.909 6.424 2.663
H: 0.728 5.767 3.275
H: -0.945 3.729 1.648
H: -1.869 4.312 3.146
H: -0.406 2.117 3.468
H: -0.002 3.485 4.689
H: 2.120 4.026 3.221
H: 1.571 2.708 1.959
H: 2.477 2.244 4.983
H: 1.559 0.946 4.026
H: 3.973 1.759 2.298
H: 4.537 1.831 4.052
H: 2.982 -0.714 3.834
H: 4.771 -0.499 4.198
H: 5.295 -1.563 2.152
H: 4.606 -0.102 1.204
H: 2.832 -2.546 2.258
H: 2.376 -1.206 1.050
H: 3.239 -3.778 0.215
H: 4.933 -2.915 0.285
H: 6.960 -0.719 -5.718
H: 6.131 1.397 -2.404
H: 0.129 0.448 -7.396
H: -0.011 2.068 -6.537
H: 2.287 2.730 -7.342
H: 2.851 0.919 -7.616
H: -1.858 3.496 -5.024
H: -0.320 5.627 -4.159
H: 1.386 5.347 -2.067
H: 1.438 2.948 -0.789
H: -0.012 0.938 -1.585
H: 1.179 -3.271 0.025
H: 0.276 -3.410 -1.564
H: -0.769 -0.932 -1.059
H: -1.275 -2.386 -0.062
F: 1.192 -6.992 -3.348
C: 0.089 -6.522 -3.952
C: -1.000 -7.362 -4.135
C: -2.145 -6.871 -4.756
C: -2.183 -5.550 -5.196
C: -1.080 -4.722 -5.010
C: 0.059 -5.205 -4.382
H: -0.948 -8.389 -3.792
H: -3.005 -7.516 -4.897
H: -3.074 -5.167 -5.683
H: -1.110 -3.694 -5.356
H: 0.919 -4.565 -4.223
F: -2.754 1.995 2.772
C: -3.361 0.798 2.711
C: -3.666 0.129 3.885
C: -4.300 -1.108 3.822
C: -4.611 -1.666 2.584
C: -4.296 -0.987 1.411
C: -3.672 0.255 1.474
H: -3.408 0.575 4.839
H: -4.550 -1.637 4.736
H: -5.100 -2.631 2.536
H: -4.536 -1.424 0.447
H: -3.427 0.803 0.570
F: 4.143 -6.984 1.266
C: 4.396 -7.541 0.070
C: 5.707 -7.652 -0.366
C: 5.969 -8.234 -1.603
C: 4.916 -8.688 -2.393
C: 3.603 -8.567 -1.947
C: 3.341 -7.996 -0.706
H: 6.513 -7.285 0.259
H: 6.992 -8.332 -1.951
H: 5.120 -9.138 -3.360
H: 2.783 -8.918 -2.566
H: 2.325 -7.902 -0.339
F: -7.244 -2.528 2.438
C: -8.107 -1.680 1.856
C: -8.405 -0.478 2.480
C: -9.295 0.403 1.875
C: -9.885 0.068 0.658
C: -9.582 -1.143 0.043
C: -8.684 -2.020 0.642
H: -7.942 -0.239 3.431
H: -9.529 1.350 2.351
H: -10.583 0.755 0.189
H: -10.045 -1.404 -0.902
H: -8.429 -2.964 0.174
F: -6.318 1.561 5.369
C: -5.833 1.871 6.581
C: -4.747 2.727 6.681
C: -4.247 3.053 7.937
C: -4.832 2.510 9.079
C: -5.918 1.648 8.967
C: -6.426 1.330 7.711
H: -4.300 3.133 5.780
H: -3.403 3.728 8.027
H: -4.438 2.761 10.059
H: -6.370 1.222 9.857
H: -7.277 0.667 7.606


Which value of multiplicity does entry 7 give? 1


What is the formula in the seventh record? C64H71BrF7N2O4P


Which of these has the highest multiplicity? C29H38Cl2N3O3STi